No. 1
DFT (ωB97M-V with the def2-TZVPD basis set) results for a cluster of 14 separate species, C63H163N9O20 in total in a non-equilibrium geometry.

Positions of all 255 atoms, in Å:
C (4.407, 10.901, 1.656)
C (3.805, 9.839, 0.688)
C (4.975, 9.177, 0.053)
O (2.997, 8.912, 1.437)
H (3.656, 11.367, 2.294)
H (4.806, 11.729, 1.071)
H (5.097, 10.587, 2.440)
H (3.112, 10.339, 0.010)
H (5.513, 9.818, -0.646)
H (4.730, 8.331, -0.590)
H (5.663, 8.803, 0.811)
H (2.893, 8.057, 1.013)
C (-4.192, 7.014, 3.807)
C (-4.683, 6.084, 4.932)
C (-5.332, 6.837, 6.052)
O (-5.494, 5.095, 4.340)
H (-3.850, 6.414, 2.964)
H (-3.372, 7.715, 3.966)
H (-5.001, 7.671, 3.487)
H (-3.924, 5.430, 5.363)
H (-5.566, 6.196, 6.901)
H (-6.275, 7.354, 5.872)
H (-4.578, 7.535, 6.417)
H (-5.878, 4.615, 5.077)
C (4.054, -4.478, 0.544)
C (3.776, -5.511, 1.674)
C (3.430, -4.830, 2.995)
O (2.748, -6.407, 1.380)
H (3.165, -3.989, 0.146)
H (4.603, -5.002, -0.239)
H (4.673, -3.622, 0.810)
H (4.655, -6.072, 1.992)
H (3.275, -5.525, 3.820)
H (2.526, -4.242, 2.839)
H (4.285, -4.246, 3.336)
H (3.075, -7.117, 0.822)
C (3.804, 7.911, -9.653)
C (3.157, 9.279, -9.976)
C (2.248, 9.741, -8.819)
O (4.253, 10.126, -10.226)
H (4.655, 8.079, -8.992)
H (4.274, 7.513, -10.552)
H (3.070, 7.212, -9.250)
H (2.625, 9.167, -10.921)
H (2.849, 10.124, -7.994)
H (1.702, 8.876, -8.443)
H (1.469, 10.462, -9.065)
H (3.969, 10.916, -10.690)
C (2.964, 7.958, 8.413)
C (1.458, 8.233, 8.786)
C (0.730, 7.068, 9.525)
O (1.506, 9.320, 9.699)
H (3.265, 8.599, 7.585)
H (3.005, 6.915, 8.098)
H (3.616, 8.034, 9.284)
H (0.859, 8.468, 7.906)
H (-0.285, 7.419, 9.711)
H (1.314, 6.759, 10.392)
H (0.627, 6.231, 8.836)
H (1.406, 10.138, 9.206)
C (-9.303, -0.997, -10.073)
O (-8.867, -1.962, -9.214)
C (-7.490, -1.974, -8.907)
C (-7.175, -3.452, -8.700)
N (-7.398, -4.345, -9.823)
C (-7.072, -5.748, -9.545)
C (-7.563, -6.596, -10.720)
O (-8.953, -6.265, -10.964)
C (-9.507, -6.804, -12.164)
H (-9.120, -1.184, -11.131)
H (-8.874, -0.007, -9.917)
H (-10.392, -0.955, -10.058)
H (-7.286, -1.412, -7.995)
H (-6.924, -1.480, -9.697)
H (-7.612, -3.791, -7.760)
H (-6.093, -3.541, -8.604)
H (-8.377, -4.311, -10.070)
H (-7.598, -6.065, -8.644)
H (-6.000, -5.833, -9.368)
H (-7.575, -7.676, -10.578)
H (-6.952, -6.276, -11.564)
H (-9.625, -7.871, -11.976)
H (-8.851, -6.644, -13.020)
H (-10.502, -6.390, -12.323)
C (-0.742, -8.373, -10.898)
O (-0.562, -6.915, -10.859)
C (0.294, -6.352, -11.858)
C (0.390, -4.818, -11.660)
N (-0.770, -4.184, -12.199)
C (-0.484, -2.745, -12.281)
C (-1.590, -1.945, -13.016)
O (-1.429, -0.542, -12.764)
C (-0.222, -0.035, -13.325)
H (-1.630, -8.636, -10.324)
H (0.036, -9.039, -10.527)
H (-0.836, -8.672, -11.942)
H (-0.182, -6.620, -12.801)
H (1.322, -6.710, -11.811)
H (1.295, -4.485, -12.168)
H (0.536, -4.512, -10.624)
H (-1.610, -4.417, -11.689)
H (0.491, -2.603, -12.749)
H (-0.570, -2.476, -11.228)
H (-2.565, -2.300, -12.681)
H (-1.524, -2.155, -14.083)
H (-0.066, 1.012, -13.066)
H (-0.267, -0.054, -14.414)
H (0.666, -0.596, -13.034)
C (-2.635, -5.900, 9.798)
O (-3.319, -4.944, 8.950)
C (-4.111, -5.512, 7.899)
C (-5.246, -6.432, 8.426)
N (-6.122, -5.767, 9.483)
C (-7.043, -6.637, 10.272)
C (-7.598, -5.851, 11.443)
O (-6.480, -5.533, 12.297)
C (-6.732, -4.225, 12.870)
H (-3.295, -6.596, 10.316)
H (-2.137, -5.227, 10.497)
H (-1.897, -6.429, 9.195)
H (-3.363, -6.049, 7.315)
H (-4.612, -4.751, 7.300)
H (-4.728, -7.311, 8.810)
H (-5.855, -6.809, 7.604)
H (-5.546, -5.359, 10.206)
H (-6.471, -7.447, 10.724)
H (-7.826, -6.989, 9.600)
H (-8.390, -6.359, 11.993)
H (-8.062, -4.970, 10.998)
H (-7.750, -4.018, 13.198)
H (-6.528, -3.481, 12.100)
H (-5.986, -4.038, 13.643)
C (11.988, -4.404, 5.738)
O (11.092, -3.604, 4.892)
C (11.678, -2.962, 3.760)
C (10.829, -1.802, 3.175)
N (10.881, -0.592, 3.961)
C (10.004, 0.424, 3.360)
C (10.296, 0.942, 1.909)
O (9.552, 0.061, 1.094)
C (9.663, 0.411, -0.281)
H (12.492, -5.309, 5.401)
H (11.470, -4.811, 6.606)
H (12.735, -3.736, 6.167)
H (11.797, -3.710, 2.976)
H (12.684, -2.588, 3.951)
H (9.788, -2.113, 3.094)
H (11.284, -1.584, 2.208)
H (11.829, -0.276, 3.812)
H (9.855, 1.299, 3.994)
H (9.000, 0.001, 3.332)
H (11.364, 1.079, 1.739)
H (9.803, 1.912, 1.842)
H (8.930, -0.214, -0.793)
H (10.656, 0.107, -0.610)
H (9.439, 1.461, -0.469)
C (-6.411, 2.115, 11.292)
O (-7.063, 1.543, 10.169)
C (-6.232, 1.152, 9.146)
C (-7.039, 0.243, 8.180)
N (-8.018, 1.027, 7.404)
C (-8.668, 0.081, 6.451)
C (-9.862, 0.717, 5.647)
O (-10.484, -0.303, 4.941)
C (-11.190, 0.076, 3.732)
H (-5.685, 1.483, 11.804)
H (-7.092, 2.565, 12.013)
H (-5.877, 3.017, 10.992)
H (-5.402, 0.554, 9.523)
H (-5.827, 2.045, 8.671)
H (-7.645, -0.335, 8.879)
H (-6.384, -0.376, 7.567)
H (-8.740, 1.498, 7.931)
H (-8.950, -0.713, 7.142)
H (-7.833, -0.281, 5.852)
H (-9.321, 1.459, 5.061)
H (-10.534, 1.181, 6.370)
H (-10.494, 0.357, 2.942)
H (-11.890, 0.892, 3.918)
H (-11.764, -0.772, 3.359)
C (0.312, 1.613, 2.967)
O (0.526, 2.021, 1.632)
C (1.730, 2.819, 1.456)
C (2.018, 2.880, -0.058)
N (0.976, 3.656, -0.832)
C (1.074, 3.449, -2.281)
C (-0.087, 4.190, -2.999)
O (0.040, 4.138, -4.406)
C (-0.346, 2.929, -5.118)
H (0.349, 2.468, 3.642)
H (0.992, 0.870, 3.384)
H (-0.689, 1.201, 3.101)
H (2.614, 2.477, 1.993)
H (1.607, 3.819, 1.874)
H (2.166, 1.869, -0.437)
H (2.993, 3.363, -0.111)
H (0.012, 3.505, -0.572)
H (0.996, 2.407, -2.593)
H (1.993, 3.876, -2.683)
H (-0.109, 5.250, -2.745)
H (-1.068, 3.829, -2.689)
H (-1.401, 2.658, -5.152)
H (0.117, 2.083, -4.611)
H (0.096, 2.914, -6.115)
C (-5.187, -0.335, -1.399)
C (-3.751, -0.562, -0.913)
C (-2.836, -1.160, -2.045)
O (-3.185, -2.507, -2.510)
C (-2.341, -3.008, -3.491)
N (-3.305, 0.734, -0.474)
H (-5.785, 0.151, -0.628)
H (-5.693, -1.247, -1.717)
H (-5.126, 0.268, -2.305)
H (-3.708, -1.200, -0.030)
H (-1.822, -1.205, -1.646)
H (-2.833, -0.481, -2.897)
H (-2.757, -3.936, -3.884)
H (-1.388, -3.173, -2.988)
H (-2.222, -2.309, -4.319)
H (-3.999, 1.077, 0.175)
H (-2.449, 0.613, 0.049)
C (5.455, -0.633, 9.469)
C (6.680, -1.235, 10.065)
C (6.894, -2.727, 9.693)
O (5.902, -3.486, 10.340)
C (6.097, -4.907, 10.229)
N (7.719, -0.238, 9.764)
H (4.589, -1.260, 9.679)
H (5.634, -0.483, 8.404)
H (5.278, 0.306, 9.993)
H (6.549, -1.256, 11.147)
H (7.885, -3.065, 9.997)
H (6.758, -2.900, 8.626)
H (6.161, -5.322, 9.223)
H (5.260, -5.532, 10.541)
H (7.003, -5.138, 10.790)
H (8.207, -0.573, 8.946)
H (8.420, -0.254, 10.491)
C (7.544, 1.349, -10.132)
C (7.068, 0.051, -9.544)
C (5.642, 0.054, -8.855)
O (5.082, -1.240, -8.497)
C (5.757, -1.913, -7.386)
N (7.199, -0.941, -10.603)
H (7.768, 2.167, -9.447)
H (6.900, 1.656, -10.956)
H (8.403, 1.139, -10.770)
H (7.733, -0.251, -8.735)
H (4.946, 0.487, -9.573)
H (5.699, 0.688, -7.970)
H (6.846, -1.885, -7.427)
H (5.415, -2.948, -7.368)
H (5.525, -1.320, -6.501)
H (6.512, -0.739, -11.317)
H (6.788, -1.813, -10.304)

Calculated values
Net charge   0
Gap between HOMO and LUMO   0.3225 Eh
Electronic energy   -4495.115154 Eh
LUMO level   0.3 eV
Highest occupied orbital energy   -8.48 eV
Relative energy (zero: lowest compared OMol25 entry of this formula, charge and spin)   3.723 eV



No. 2
DFT (ωB97M-V with the def2-TZVPD basis set) results for a structure of composition C63H48NP3RhSSi.

Positions of all 118 atoms, in Å:
Rh (-0.378, -0.062, 0.223)
C (6.101, 0.084, 3.413)
C (6.657, -0.134, 2.157)
C (5.849, -0.154, 1.032)
C (4.474, 0.061, 1.160)
C (3.919, 0.283, 2.423)
C (4.735, 0.294, 3.545)
P (3.399, 0.125, -0.290)
C (4.070, -0.958, -1.544)
C (4.676, -2.167, -1.174)
C (5.054, -3.078, -2.144)
C (4.803, -2.809, -3.487)
C (4.181, -1.625, -3.859)
C (3.807, -0.702, -2.893)
C (3.389, 1.795, -0.980)
C (4.476, 2.282, -1.703)
C (4.445, 3.586, -2.178)
C (3.333, 4.383, -1.940)
C (2.256, 3.892, -1.213)
C (2.263, 2.583, -0.713)
Si (0.972, 1.894, 0.466)
C (-0.149, 3.320, 0.904)
C (0.294, 4.545, 1.417)
C (-0.616, 5.514, 1.810)
C (-1.984, 5.275, 1.703)
C (-2.438, 4.067, 1.194)
C (-1.518, 3.099, 0.794)
P (-1.983, 1.533, 0.004)
C (-3.628, 1.203, 0.702)
C (-3.720, 0.458, 1.877)
C (-4.953, 0.227, 2.468)
C (-6.108, 0.732, 1.883)
C (-6.024, 1.476, 0.713)
C (-4.788, 1.716, 0.124)
C (-2.287, 1.969, -1.735)
C (-2.954, 1.056, -2.554)
C (-3.090, 1.300, -3.910)
C (-2.556, 2.459, -4.464)
C (-1.894, 3.371, -3.657)
C (-1.760, 3.128, -2.293)
C (-0.265, -0.428, -1.826)
C (0.377, 0.170, -2.909)
C (0.317, -0.420, -4.170)
C (-0.389, -1.604, -4.378)
C (-1.044, -2.217, -3.317)
C (-0.954, -1.629, -2.059)
P (-1.747, -1.981, -0.471)
C (-1.209, -3.521, 0.374)
C (-0.230, -4.531, -0.173)
C (0.289, -5.495, 0.923)
C (-0.591, -5.759, 2.095)
C (-1.540, -4.886, 2.411)
C (-1.774, -3.700, 1.572)
C (-3.468, -2.459, -0.894)
C (-4.588, -1.718, -0.530)
C (-5.865, -2.148, -0.884)
C (-6.030, -3.323, -1.597)
C (-4.917, -4.076, -1.956)
C (-3.647, -3.651, -1.603)
H (6.737, 0.093, 4.289)
H (7.724, -0.288, 2.054)
H (6.290, -0.322, 0.057)
H (2.854, 0.453, 2.522)
H (4.300, 0.463, 4.522)
H (4.857, -2.384, -0.128)
H (5.538, -4.003, -1.855)
H (5.090, -3.529, -4.243)
H (3.984, -1.420, -4.904)
H (3.309, 0.213, -3.186)
H (5.343, 1.659, -1.887)
H (5.287, 3.975, -2.736)
H (3.304, 5.395, -2.329)
H (1.395, 4.528, -1.041)
H (1.358, 4.733, 1.530)
H (-0.264, 6.456, 2.213)
H (-2.695, 6.031, 2.015)
H (-3.503, 3.884, 1.111)
H (-2.826, 0.032, 2.309)
H (-5.016, -0.360, 3.377)
H (-7.073, 0.546, 2.338)
H (-6.923, 1.870, 0.254)
H (-4.731, 2.292, -0.791)
H (-3.360, 0.144, -2.133)
H (-3.603, 0.583, -4.539)
H (-2.661, 2.652, -5.525)
H (-1.480, 4.276, -4.086)
H (-1.237, 3.843, -1.667)
H (0.914, 1.107, -2.785)
H (0.816, 0.055, -5.009)
H (-0.444, -2.035, -5.371)
H (-1.621, -3.120, -3.485)
H (-0.608, -4.982, -1.095)
H (0.653, -6.420, 0.478)
H (-0.429, -6.650, 2.692)
H (-2.169, -5.038, 3.282)
H (-2.476, -2.954, 1.937)
H (-4.473, -0.806, 0.032)
H (-6.727, -1.560, -0.594)
H (-7.023, -3.662, -1.868)
H (-5.041, -5.000, -2.508)
H (-2.792, -4.261, -1.871)
S (0.504, -1.444, 4.436)
C (-0.321, 0.040, 4.633)
C (-0.645, 0.636, 3.445)
C (-0.240, -0.104, 2.294)
C (0.446, -1.254, 2.709)
C (1.003, -2.148, 1.767)
C (1.451, -3.481, 2.108)
C (1.571, -4.539, 1.088)
C (1.255, -3.995, -0.324)
C (1.406, -2.550, -0.498)
N (1.021, -1.698, 0.509)
H (-0.526, 0.402, 5.632)
H (-1.158, 1.591, 3.399)
H (1.497, -3.754, 3.156)
H (2.499, -5.105, 1.198)
H (1.761, -4.552, -1.110)
H (1.574, -2.129, -1.473)

Calculated values
Net charge   +1
Multiplicity   5
Gap between HOMO and LUMO (spin up / spin down)   0.2216 / 0.1872 Eh
Expectation value of S²   6.0484
Electronic energy   -4306.245693 Eh
LUMO level (spin up / spin down)   -2.1 / -5.1 eV
Highest occupied orbital energy (spin up / spin down)   -8.12 / -10.16 eV